Record 1
Below is a cluster of 11 separate species, C45H116N4O15 in total, with properties calculated with ωB97M-V with the def2-TZVPD basis set.

Its total energy is -3131.430877 Ha. Its HOMO energy (alpha / beta) is 0.729 / -6.091 eV. As for the energy above the lowest of the compared OMol25 structures with the same formula, charge and spin: 0.0 kJ/mol. Its multiplicity is 2. Its charge is -1.

CARTESIAN COORDINATES (ANGSTROEM)
C -0.7375 3.1931 -4.1050
O -1.8849 3.0526 -3.2800
C -2.4164 4.2699 -2.8109
C -3.9373 4.1641 -2.4574
N -4.6552 3.6817 -3.5858
C -6.0188 3.2859 -3.3355
C -6.7330 2.5795 -4.4763
O -6.0513 1.3528 -4.5796
C -6.2733 0.6155 -5.7883
H -0.4351 2.2261 -4.5070
H 0.0938 3.6584 -3.5753
H -0.9628 3.8179 -4.9693
H -2.3346 5.0552 -3.5625
H -1.8273 4.6809 -1.9910
H -4.1730 5.1912 -2.1789
H -4.2061 3.5856 -1.5736
H -4.2424 2.8287 -3.9352
H -6.4938 4.2361 -3.0915
H -6.0635 2.6189 -2.4746
H -6.7653 3.1956 -5.3749
H -7.7382 2.3506 -4.1223
H -7.2666 0.6882 -6.2313
H -6.0640 -0.4398 -5.6131
H -5.6297 0.9095 -6.6173
C 0.8783 3.1830 5.0398
O 2.0738 3.9133 4.6354
C 3.2365 3.1508 4.8638
C 4.4332 4.0275 4.6033
N 4.6369 3.9558 3.1343
C 5.7459 4.8283 2.6376
C 6.1187 4.5842 1.1973
O 7.1201 5.4953 0.9207
C 7.2362 5.7612 -0.4464
H 0.0086 3.8041 4.8251
H 0.7693 2.9518 6.0994
H 0.7234 2.2445 4.5075
H 3.2174 2.2751 4.2150
H 3.3176 2.8106 5.8962
H 5.3219 3.7203 5.1547
H 4.2334 5.0622 4.8818
H 3.7783 4.2450 2.6878
H 6.6059 4.6696 3.2882
H 5.4989 5.8611 2.8833
H 5.2497 4.6481 0.5424
H 6.5231 3.5729 1.1555
H 6.4033 6.3723 -0.7942
H 7.2285 4.8497 -1.0441
H 8.1347 6.3166 -0.7154
C -1.8559 -1.9750 -4.2019
O -2.4791 -1.3817 -3.0796
C -3.1367 -0.1578 -3.3359
C -3.5644 0.5060 -2.0445
N -2.4559 1.1324 -1.2698
C -1.6801 0.0968 -0.4852
C -0.3947 0.7122 0.2013
O 0.4601 -0.2646 0.7923
C 1.4603 0.3304 1.5757
H -2.5699 -2.1494 -5.0069
H -1.2818 -2.8562 -3.9158
H -1.2019 -1.2137 -4.6271
H -4.0077 -0.4383 -3.9282
H -2.4802 0.5621 -3.8246
H -4.1427 -0.1689 -1.4134
H -4.2406 1.2937 -2.3770
H -1.8582 1.7402 -1.8115
H -1.2803 -0.5101 -1.2975
H -2.3200 -0.5273 0.1385
H -0.7688 1.4010 0.9587
H 0.2135 1.2554 -0.5219
H 2.2013 0.9182 1.0339
H 2.0012 -0.4623 2.0927
H 1.0364 1.0067 2.3180
C -0.1830 -3.0448 2.0416
O 0.7086 -3.8942 2.7939
C 0.7486 -5.2671 2.4054
C 1.6417 -6.0695 3.2928
N 1.2864 -5.9871 4.7246
C 2.2718 -6.6105 5.5444
C 2.7063 -8.0655 5.2070
O 3.5664 -8.0814 4.1056
C 4.8735 -7.8476 4.6235
H -0.2165 -2.0333 2.4464
H -1.2020 -3.4292 1.9976
H 0.0832 -3.0499 0.9846
H 1.1049 -5.3818 1.3816
H -0.2564 -5.6884 2.3856
H 2.6382 -5.6955 3.0578
H 1.5188 -7.1134 3.0043
H 1.2025 -5.0226 5.0123
H 2.0442 -6.5937 6.6103
H 3.1753 -6.0013 5.5193
H 1.8531 -8.6980 4.9620
H 3.0553 -8.5870 6.0983
H 5.0081 -6.8094 4.9271
H 5.5520 -7.9791 3.7806
H 5.1693 -8.5285 5.4216
C -4.3688 -3.4901 -0.6958
C -2.9761 -4.1476 -0.7457
C -2.7784 -4.9695 -2.0115
O -2.0347 -3.0768 -0.7747
H -4.5812 -3.0780 -1.6823
H -4.4013 -2.6933 0.0473
H -5.1087 -4.2671 -0.5041
H -2.7160 -4.8007 0.0874
H -1.7335 -5.1849 -2.2348
H -3.1663 -4.4514 -2.8885
H -3.3976 -5.8548 -1.8663
H -2.2246 -2.6060 -1.5895
C -6.8222 -0.4021 0.1460
C -7.7316 -0.8677 -0.9286
C -7.1121 -0.7106 -2.4182
O -8.0079 -2.1929 -0.6330
H -6.6255 0.6625 0.0185
H -5.8508 -0.8948 0.1039
H -7.1987 -0.4753 1.1663
H -8.6635 -0.3038 -0.8865
H -6.3385 -1.4769 -2.4681
H -6.7508 0.3095 -2.5492
H -7.8424 -0.8973 -3.2055
H -8.5999 -2.5396 -1.3045
C 6.3870 2.1420 -1.6335
C 5.1378 2.7985 -2.3263
C 3.8355 2.6993 -1.5361
O 5.3848 4.1419 -2.5738
H 6.2348 1.0943 -1.3741
H 6.6925 2.6184 -0.7019
H 7.2705 2.2208 -2.2669
H 5.0117 2.3442 -3.3090
H 3.0552 3.3271 -1.9664
H 3.9131 3.1447 -0.5442
H 3.4195 1.7015 -1.3966
H 6.2487 4.2400 -2.9807
C -5.2669 -1.2194 4.0969
C -3.9388 -0.4640 4.4216
C -3.0936 -0.0732 3.1919
O -4.2067 0.7142 5.1937
H -5.8478 -1.5443 4.9601
H -5.0440 -2.1804 3.6333
H -5.9465 -0.7313 3.3983
H -3.3100 -1.1082 5.0363
H -2.8481 -0.9366 2.5735
H -2.1551 0.3034 3.5987
H -3.6256 0.6694 2.5973
H -4.7751 0.4046 5.9028
C 5.0816 -1.3194 0.0683
C 4.6285 -2.7692 0.0064
C 3.1668 -2.8546 0.4474
O 4.6365 -3.2140 -1.3909
H 4.9214 -0.8252 1.0265
H 4.7561 -0.6927 -0.7619
H 6.1666 -1.2429 -0.0037
H 5.2202 -3.4346 0.6350
H 2.4888 -2.1336 -0.0093
H 3.0611 -2.9735 1.5257
H 2.8377 -3.8492 0.1464
H 4.5040 -4.1630 -1.4498
C -0.2866 4.1788 1.6053
C 1.0628 4.1700 1.0258
C 1.3122 5.1678 -0.0830
O 2.0354 4.5185 2.0522
H -0.4452 5.0687 2.2144
H -0.4418 3.2871 2.2128
H -1.0457 4.0471 0.8343
H 1.2984 3.1812 0.6323
H 2.3150 4.9648 -0.4588
H 1.2779 6.2065 0.2457
H 0.5950 5.0103 -0.8886
H 1.6510 4.2577 2.8923
C 1.7100 -2.1552 -3.4133
C 2.8663 -1.7669 -4.2768
C 3.5178 -0.5176 -3.8659
O 3.8856 -2.7730 -4.0414
H 1.1175 -2.9345 -3.8926
H 1.0268 -1.3230 -3.2437
H 1.9478 -2.5434 -2.4229
H 2.5951 -1.6816 -5.3291
H 3.0510 0.3647 -4.3037
H 4.5486 -0.5509 -4.2185
H 3.5461 -0.3798 -2.7850
H 4.2075 -2.6947 -3.1403


Record 2
Below is a cluster of 15 separate species, C45H120O45S15 in total, with properties calculated with ωB97M-V with the def2-TZVPD basis set.

Its total energy is -11144.605102 Ha. Its HOMO energy is -10.521 eV. As for the energy above the lowest of the compared OMol25 structures with the same formula, charge and spin: 984.9 kJ/mol.

CARTESIAN COORDINATES (ANGSTROEM)
O -8.8870 3.5182 5.9151
S -8.3533 4.2510 4.7659
O -8.5671 3.7483 3.3969
O -8.9802 5.7567 4.7665
C -8.8845 6.5248 6.0083
C -8.3158 7.9499 5.8270
C -6.5727 4.6891 4.9834
H -8.4419 5.9857 6.8459
H -9.9138 6.6719 6.3356
H -8.6358 8.4951 4.9390
H -7.2331 8.0423 5.9115
H -8.6133 8.4645 6.7406
H -6.4136 5.6339 4.4638
H -6.0421 3.8423 4.5481
H -6.3961 4.8073 6.0525
O 4.9877 6.0389 7.5638
S 6.2055 5.3283 7.6075
O 6.5027 4.4113 8.7039
O 6.4055 4.4179 6.1989
C 6.0953 5.0077 4.9575
C 5.9605 3.8831 3.8743
C 7.6406 6.4731 7.4534
H 7.0035 5.5696 4.7396
H 5.2264 5.6649 4.9941
H 6.7494 3.1348 3.7975
H 5.8342 4.4061 2.9263
H 4.9878 3.4111 4.0125
H 7.6404 7.0272 6.5148
H 8.5284 5.8411 7.4316
H 7.7230 7.0984 8.3424
O -3.6615 9.0433 -0.4958
S -3.0030 9.3761 0.7762
O -3.8634 9.6564 1.9575
O -1.8929 8.1801 1.1597
C -1.1888 8.2184 2.3451
C -0.7005 6.8744 2.6688
C -1.8036 10.7883 0.5213
H -1.7831 8.5326 3.2031
H -0.3809 8.9290 2.1705
H -0.0015 6.6576 1.8611
H -1.4569 6.0912 2.7200
H -0.1818 6.7961 3.6243
H -1.0199 10.6087 -0.2145
H -1.3276 10.9724 1.4845
H -2.2300 11.7472 0.2264
O -0.0199 -8.7870 1.6620
S -1.4470 -8.7098 1.5087
O -2.2492 -7.7945 2.2826
O -1.8272 -8.5560 -0.1124
C -1.0021 -9.1456 -1.1082
C -1.3684 -8.6753 -2.4839
C -2.0667 -10.3746 1.7843
H -1.0311 -10.2303 -1.2118
H 0.0055 -8.7825 -0.9058
H -0.7385 -9.1370 -3.2444
H -1.2226 -7.6186 -2.7079
H -2.3618 -9.0278 -2.7614
H -3.1263 -10.2241 1.5775
H -1.8714 -10.6557 2.8192
H -1.5810 -10.9883 1.0257
O -8.3443 -1.9071 -1.8559
S -6.9938 -2.4174 -2.1127
O -6.7106 -3.5050 -3.0396
O -6.0440 -1.1124 -2.4028
C -6.4432 0.1959 -2.0517
C -5.1805 1.1464 -2.1221
C -6.4039 -2.8511 -0.3921
H -7.0354 0.1883 -1.1367
H -7.0995 0.5488 -2.8472
H -4.4962 0.7127 -1.3928
H -5.2712 2.2055 -1.8812
H -4.6042 1.1157 -3.0468
H -6.7875 -2.0256 0.2075
H -5.3239 -2.8881 -0.5348
H -6.9723 -3.7218 -0.0650
O 6.1424 5.9836 -2.9537
S 6.8949 5.1475 -3.8977
O 8.3433 5.0986 -3.7323
O 6.3246 3.6278 -3.7575
C 7.2708 2.5843 -3.6165
C 6.3029 1.4708 -2.9989
C 6.4855 5.4275 -5.6733
H 8.0253 2.8129 -2.8637
H 7.7182 2.3769 -4.5886
H 5.8210 1.7347 -2.0575
H 6.9160 0.6450 -2.6380
H 5.4902 1.1617 -3.6562
H 5.4392 5.2127 -5.8904
H 6.9946 4.6271 -6.2103
H 6.7998 6.4469 -5.8974
O 0.3671 -4.6724 9.8462
S 0.4292 -5.6303 10.9746
O -0.6863 -6.6315 11.1385
O 1.8753 -6.4138 10.9882
C 1.9542 -7.6825 11.5692
C 3.3283 -7.8928 12.1380
C 0.6170 -4.6220 12.5786
H 1.6361 -8.3608 10.7775
H 1.2353 -7.9010 12.3590
H 4.1297 -7.5353 11.4915
H 3.4288 -8.9667 12.2957
H 3.3509 -7.3731 13.0959
H 1.4948 -4.0006 12.4012
H 0.7643 -5.2974 13.4214
H -0.3584 -4.1358 12.5627
O 6.0253 -5.5099 0.5001
S 6.7980 -5.7679 1.7036
O 7.0195 -4.7060 2.7025
O 6.1263 -7.1341 2.4198
C 6.3992 -7.2918 3.8097
C 5.9215 -8.6389 4.4471
C 8.4152 -6.5116 1.2365
H 6.0054 -6.4680 4.4051
H 7.4615 -7.3360 4.0502
H 4.8485 -8.6772 4.2593
H 6.1499 -8.7185 5.5099
H 6.3866 -9.4412 3.8743
H 8.9380 -5.6643 0.7927
H 8.1236 -7.2784 0.5188
H 8.8322 -6.8804 2.1736
O 0.5958 -0.2366 1.0873
S -0.3405 -1.3260 1.3721
O -1.6692 -1.1746 2.0130
O -0.5923 -2.2386 0.0678
C 0.5834 -2.6273 -0.6142
C 0.1857 -2.4194 -2.0426
C 0.6053 -2.5992 2.4611
H 0.7996 -3.6833 -0.4520
H 1.5767 -2.2045 -0.4634
H -0.6582 -3.0740 -2.2602
H 1.0512 -2.6189 -2.6744
H -0.2780 -1.4703 -2.3116
H 0.0941 -3.5607 2.4130
H 0.5727 -2.1262 3.4426
H 1.6423 -2.7228 2.1488
O 0.3868 5.7533 -8.2505
S -0.4298 5.4219 -7.0705
O -1.0199 4.0944 -6.9332
O 0.5200 5.7526 -5.6898
C -0.0450 5.6595 -4.4033
C 0.3582 4.4206 -3.5867
C -1.6860 6.7476 -6.8533
H -1.1262 5.7945 -4.3764
H 0.3444 6.5135 -3.8489
H 1.4239 4.5005 -3.3726
H 0.2417 3.5301 -4.2044
H -0.2233 4.4327 -2.6649
H -1.2270 7.5831 -6.3250
H -2.4534 6.2909 -6.2282
H -2.1072 7.0616 -7.8083
O -8.1377 -7.0136 7.2222
S -6.8585 -6.6249 6.6028
O -6.6915 -6.6090 5.1829
O -6.4721 -5.1062 7.1915
C -5.4016 -4.3130 6.6130
C -5.5795 -3.0324 7.4896
C -5.5342 -7.5560 7.4543
H -5.4209 -4.2544 5.5248
H -4.4501 -4.7838 6.8600
H -5.5664 -3.1188 8.5761
H -6.4698 -2.5979 7.0350
H -4.7129 -2.3925 7.3232
H -4.5804 -7.1747 7.0897
H -5.6582 -8.6216 7.2617
H -5.6466 -7.3991 8.5271
O -6.9162 -0.8607 -8.7853
S -5.7248 -1.4087 -9.4410
O -5.6995 -2.8648 -9.6706
O -5.4590 -0.6267 -10.9219
C -5.3426 0.8033 -10.9724
C -3.9534 1.2143 -11.6062
C -4.1469 -1.0878 -8.4783
H -5.4608 1.2471 -9.9839
H -6.1741 1.0944 -11.6143
H -3.9055 1.0284 -12.6791
H -3.0989 0.7791 -11.0880
H -4.0199 2.2943 -11.4746
H -3.2391 -1.5391 -8.8786
H -4.1616 -1.4101 -7.4372
H -4.0393 -0.0032 -8.4633
O 6.9720 3.9428 -11.6594
S 5.8880 3.0082 -11.8702
O 6.0294 1.7761 -12.6210
O 5.2325 2.5540 -10.3172
C 4.2529 1.5464 -10.3244
C 4.0336 1.1178 -8.8899
C 4.4357 3.8979 -12.5717
H 4.7474 0.6830 -10.7696
H 3.3893 1.8378 -10.9223
H 3.3186 0.2984 -8.8154
H 3.6793 1.9168 -8.2386
H 4.9860 0.7667 -8.4929
H 4.8170 4.2853 -13.5165
H 4.3541 4.8186 -11.9940
H 3.5664 3.2413 -12.6076
O -3.5121 6.4450 9.3752
S -2.2761 5.9441 10.0365
O -2.4061 5.3967 11.3986
O -1.5471 4.8608 9.0231
C -0.5738 4.0085 9.5865
C -0.0162 3.0795 8.4664
C -0.9388 7.1861 10.0646
H -0.9841 3.4662 10.4383
H 0.3060 4.5504 9.9334
H -0.8084 2.4702 8.0314
H 0.6862 2.4102 8.9633
H 0.4557 3.5861 7.6245
H -0.2489 7.0584 10.8987
H -1.3606 8.1767 10.2349
H -0.4783 7.1378 9.0778
O 2.8773 -4.8585 -9.3247
S 2.3005 -5.2947 -10.5800
O 0.8584 -5.6450 -10.7245
O 2.6012 -4.0648 -11.7006
C 1.9291 -4.0821 -12.9579
C 3.1041 -4.0691 -13.9798
C 3.3084 -6.6480 -11.3586
H 1.3646 -3.1599 -13.0954
H 1.2393 -4.9168 -13.0826
H 3.9010 -3.3435 -13.8173
H 2.8215 -3.9726 -15.0281
H 3.5401 -5.0647 -13.8975
H 3.4751 -7.5250 -10.7331
H 4.2354 -6.2149 -11.7346
H 2.7289 -6.9054 -12.2452